The following is a quantum chemistry calculation of C5H8O in the gas phase, from OMol25.

CARTESIAN COORDINATES (ANGSTROEM)
H1 -1.96 -2.81 0.39
H2 1.13 -0.28 -1.02
C1 -0.43 -1.16 0.07
C2 0.58 -0.09 -0.08
H3 -1.95 0.89 -0.64
H4 2.13 -1.06 1.09
C3 1.56 -0.13 1.10
C4 -1.04 1.37 -1.01
H5 -1.21 2.45 -1.09
H6 -0.81 0.97 -2.00
H7 2.23 0.73 1.03
O1 0.03 1.20 -0.10
H8 0.99 -0.06 2.03
C5 -1.25 -2.03 0.23

calculated total energy	-7359.7347	eV
spin multiplicity	1
relative energy (zero: lowest compared OMol25 entry of this formula, charge and spin)	2.521	eV
HOMO	-9.991	eV
gap between HOMO and LUMO	11.07	eV